[1]
This record from the Open Molecules 2025 dataset describes a cluster of 2 separate species, C4H10NO3 in total. The level of theory is the ωB97M-V functional and the def2-TZVPD basis.

```
18
Properties=species:S:1:pos:R:3:lowdin_charge:R:1
C -1.43 -0.41 0.47 -0.462
O -1.21 -1.14 1.57 -0.333
C -0.49 0.86 0.30 -0.378
C -0.39 1.21 -1.23 -0.128
C 1.00 1.48 -1.69 -0.270
O 1.28 1.42 -2.88 -0.010
N 0.81 0.60 0.89 0.003
H -1.27 -1.08 -0.42 0.087
H -2.47 0.01 0.34 0.091
H -0.85 1.69 0.90 0.122
H -0.73 0.31 -1.76 0.103
H -1.10 1.97 -1.55 0.117
H 1.81 1.75 -1.00 0.108
H 1.34 -0.16 0.48 0.075
H 0.66 0.37 1.85 0.056
H -0.19 -3.44 1.44 -0.009
H 0.16 -2.05 1.95 -0.007
O 0.51 -3.00 1.90 -0.163
```

Results
Lowest unoccupied orbital energy (Ha): 0.1385
Frontier orbital gap (eV): 7.157
Total charge: -1
ΔE to the lowest compared entry with this formula, charge and spin (kJ/mol): 276.5

---

[2]
This record from the Open Molecules 2025 dataset describes a cluster of 2 separate species, C4H10NO3 in total. The level of theory is the ωB97M-V functional and the def2-TZVPD basis.

```
18
Properties=species:S:1:pos:R:3:lowdin_charge:R:1
O -2.97 -1.49 0.04 -0.011
C -1.83 -1.85 0.27 -0.161
C -0.73 -1.08 -0.63 -0.336
C 0.18 -0.25 0.28 -0.202
C 1.55 0.11 -0.32 -0.520
O 2.33 0.77 0.52 -0.295
N -1.36 -0.13 -1.59 0.005
H -1.68 -2.54 1.09 0.107
H 0.00 -1.67 -1.35 0.155
H 0.43 -0.81 1.20 0.107
H -0.29 0.72 0.64 0.125
H 2.14 -0.70 -0.67 0.068
H 1.34 0.71 -1.30 0.103
H -0.76 0.67 -1.77 0.053
H -2.33 0.09 -1.43 0.045
H 1.57 3.20 1.87 -0.056
H 1.47 1.73 1.31 -0.001
O 0.95 2.52 1.82 -0.184
```

Results
Lowest unoccupied orbital energy (Ha): 0.1336
Frontier orbital gap (eV): 7.007
Total charge: -1
ΔE to the lowest compared entry with this formula, charge and spin (kJ/mol): 344.2

---

Number 1: HOMO level -3.387 eV, electronic energy -438.87994 a.u.. Number 2: HOMO level -3.370 eV, electronic energy -438.85413 a.u..